Density functional theory data (ωB97M-V with the def2-TZVPD basis set) for a cluster of 11 separate species, C39H44F24O27 in total in a non-equilibrium geometry.

Geometry as XYZ:
```
134
Properties=species:S:1:pos:R:3
F 0.226 -8.995 -5.386
C -0.398 -8.946 -4.161
F 0.534 -8.779 -3.149
C -1.352 -7.772 -4.128
F -1.910 -7.860 -2.913
F -2.316 -8.163 -5.016
C -0.682 -6.438 -4.409
O -1.673 -5.427 -4.213
C -1.425 -4.177 -3.761
F -0.722 -4.245 -2.592
F -0.497 -3.544 -4.552
C -2.729 -3.411 -3.546
F -2.449 -2.037 -3.564
F -3.618 -3.680 -4.491
H -0.959 -9.916 -3.995
H -0.318 -6.320 -5.408
H 0.106 -6.395 -3.701
H -3.018 -3.633 -2.499
F 4.792 -5.026 -4.711
C 3.942 -3.959 -4.350
F 2.937 -3.861 -5.260
C 3.296 -4.012 -2.956
F 4.229 -3.928 -2.018
F 2.637 -5.235 -2.746
C 2.238 -2.972 -2.814
O 2.795 -1.720 -3.080
C 2.290 -0.597 -2.575
F 1.132 -0.326 -3.267
F 2.033 -0.759 -1.285
C 3.256 0.482 -2.750
F 2.833 1.540 -1.978
F 4.494 0.024 -2.434
H 4.616 -3.110 -4.417
H 1.838 -3.130 -1.847
H 1.496 -3.210 -3.530
H 3.142 0.814 -3.754
F 1.485 6.132 -0.730
C 2.191 5.165 -0.078
F 2.850 4.404 -0.980
C 3.219 5.709 0.850
F 3.966 4.694 1.220
F 2.487 6.121 1.953
C 4.107 6.808 0.359
O 4.788 7.296 1.560
C 5.840 8.116 1.349
F 6.645 7.847 0.269
F 5.374 9.388 1.110
C 6.621 8.007 2.683
F 7.572 8.999 2.735
F 5.849 8.148 3.737
H 1.475 4.602 0.497
H 3.453 7.668 0.109
H 4.750 6.558 -0.448
H 7.146 7.055 2.603
O -6.721 3.034 -2.574
C -6.002 2.149 -2.914
O -4.792 2.258 -3.558
C -4.132 1.020 -3.450
C -5.190 0.071 -3.325
O -6.212 0.840 -2.675
H -3.555 0.942 -4.359
H -3.502 0.989 -2.563
H -4.902 -0.757 -2.657
H -5.549 -0.308 -4.251
O -3.577 2.565 -0.541
C -2.807 3.371 -0.938
O -1.761 3.115 -1.793
C -0.842 4.120 -1.670
C -1.755 5.333 -1.246
O -2.887 4.678 -0.668
H -0.089 3.810 -0.888
H -0.336 4.307 -2.658
H -2.074 5.867 -2.147
H -1.296 5.924 -0.438
O -3.791 -0.345 3.180
C -4.374 0.506 2.645
O -4.617 1.728 3.124
C -5.327 2.589 2.220
C -5.825 1.548 1.163
O -5.050 0.388 1.473
H -6.153 3.132 2.745
H -4.680 3.304 1.798
H -5.561 1.829 0.180
H -6.897 1.274 1.215
O -1.660 -4.366 0.284
C -0.811 -4.836 0.953
O -0.988 -5.725 1.933
C 0.278 -6.183 2.429
C 1.324 -5.336 1.680
O 0.483 -4.533 0.805
H 0.305 -5.992 3.510
H 0.417 -7.257 2.213
H 2.073 -5.808 1.122
H 1.764 -4.666 2.351
O -0.472 1.692 0.268
C -0.992 0.625 0.237
O -1.290 0.025 1.435
C -1.603 -1.340 1.132
C -2.058 -1.191 -0.307
O -1.352 -0.078 -0.813
H -0.681 -1.968 1.198
H -2.369 -1.727 1.804
H -3.087 -1.058 -0.401
H -1.776 -1.995 -0.995
O -0.402 4.548 1.846
C -0.495 3.631 2.550
O -1.657 3.047 2.792
C -1.510 2.113 3.840
C -0.003 1.802 3.773
O 0.510 3.040 3.195
H -1.730 2.549 4.791
H -2.131 1.260 3.626
H 0.313 1.039 3.071
H 0.515 1.689 4.754
O -0.544 -3.901 3.857
C -0.931 -3.022 4.650
O -1.113 -1.744 4.389
C -1.415 -0.943 5.573
C -1.839 -2.005 6.549
O -1.389 -3.265 5.894
H -0.461 -0.446 5.812
H -2.208 -0.247 5.362
H -2.905 -2.077 6.681
H -1.336 -1.936 7.559
O 3.139 1.169 4.731
C 3.638 1.199 3.624
O 3.152 0.625 2.503
C 3.922 1.047 1.410
C 5.168 1.640 1.989
O 4.871 1.847 3.367
H 4.153 0.249 0.751
H 3.393 1.756 0.751
H 5.312 2.648 1.582
H 6.122 1.129 1.919
```

Summary:
Frontier orbital gap in eV: 11.0
Net charge: 0
Molecular weight in g/mol: 1400.71
HOMO in eV: -10.70
SMILES string: FC(F)C(F)(F)COC(F)(F)C(F)F.FC(F)C(F)(F)COC(F)(F)C(F)F.FC(F)C(F)(F)COC(F)(F)C(F)F.O=C1OCCO1.O=C1OCCO1.O=C1OCCO1.O=C1OCCO1.O=C1OCCO1.O=C1OCCO1.O=C1OCCO1.O=C1OCCO1